{"formula": "C3H4O3", "method": "ωB97M-V with the def2-TZVPD basis set", "symbols": ["O", "C", "C", "O", "C", "O", "H", "H", "H", "H"], "positions_angstrom": [[1.116140, 1.158528, -0.452916], [0.607765, -0.077984, -0.026534], [-0.441439, 0.006175, 1.097495], [-1.473011, -0.493372, 0.192836], [-0.612058, -0.491484, -0.854876], [-0.848209, -0.616975, -2.017868], [1.238175, 1.067725, -1.410303], [1.433075, -0.793413, 0.072946], [-0.653925, 1.038608, 1.377609], [-0.376318, -0.640351, 1.975618]], "forces_ev_per_angstrom": [[-0.001, 0.099, -0.207], [-0.013, -0.067, 0.084], [0.145, 0.155, 0.268], [-0.068, -0.048, -0.127], [-0.083, -0.066, -0.734], [0.144, -0.106, 0.610], [0.061, 0.254, 0.178], [-0.449, -0.204, 0.145], [0.012, -0.098, 0.013], [0.252, 0.080, -0.231]], "relative_energy_ev": 1.355, "spin_multiplicity": 1}

---

{"formula": "C3H6S3", "method": "ωB97M-V with the def2-TZVPD basis set", "symbols": ["C", "C", "C", "H", "H", "H", "H", "H", "H", "S", "S", "S"], "positions_angstrom": [[1.526260, 1.687204, 0.576454], [-0.659223, -0.091086, -0.080049], [1.959345, -1.308427, -0.549087], [2.528264, 1.688273, -0.005246], [1.389557, 2.648734, 1.185611], [1.538057, 0.823814, 1.276813], [2.820980, -1.228418, 0.308107], [1.921952, -0.106977, -1.031300], [2.015158, -2.292321, -1.318253], [0.034565, 1.458168, -0.381153], [-2.255576, -0.198216, 0.026952], [0.397745, -1.463655, 0.347973]], "forces_ev_per_angstrom": [[1.439, 0.060, 1.021], [1.405, -0.578, 0.938], [1.353, 1.755, -0.520], [-1.815, 0.165, 0.818], [0.334, -1.395, -0.995], [0.272, 0.678, -0.193], [-1.880, -0.646, -2.464], [0.289, -4.091, 0.727], [0.290, 3.206, 2.037], [-0.218, 1.311, -1.143], [-0.735, -0.383, -0.206], [-0.733, -0.082, -0.019]], "relative_energy_ev": 2.034, "spin_multiplicity": 1}

---

{"formula": "C51H29Cl68F2I2N2O3PSi", "method": "ωB97M-V with the def2-TZVPD basis set", "symbols": ["C", "C", "I", "C", "I", "C", "C", "P", "O", "C", "C", "C", "C", "C", "C", "C", "N", "C", "C", "C", "O", "C", "C", "C", "C", "C", "C", "N", "C", "C", "F", "F", "C", "C", "Si", "C", "C", "C", "C", "C", "C", "C", "C", "C", "O", "H", "H", "H", "H", "H", "H", "H", "H", "H", "H", "H", "H", "H", "H", "H", "H", "H", "H", "H", "H", "H", "H", "H", "H", "H", "H", "H", "H", "H", "C", "Cl", "Cl", "Cl", "Cl", "C", "Cl", "Cl", "Cl", "Cl", "C", "Cl", "Cl", "Cl", "Cl", "C", "Cl", "Cl", "Cl", "Cl", "C", "Cl", "Cl", "Cl", "Cl", "C", "Cl", "Cl", "Cl", "Cl", "C", "Cl", "Cl", "Cl", "Cl", "C", "Cl", "Cl", "Cl", "Cl", "C", "Cl", "Cl", "Cl", "Cl", "C", "Cl", "Cl", "Cl", "Cl", "C", "Cl", "Cl", "Cl", "Cl", "C", "Cl", "Cl", "Cl", "Cl", "C", "Cl", "Cl", "Cl", "Cl", "C", "Cl", "Cl", "Cl", "Cl", "C", "Cl", "Cl", "Cl", "Cl", "C", "Cl", "Cl", "Cl", "Cl", "C", "Cl", "Cl", "Cl", "Cl"], "positions_angstrom": [[-6.876429, -3.375311, 1.468617], [-7.038098, -3.641690, -0.031554], [-8.704605, -4.786954, -0.693404], [-6.155803, -3.169882, -0.912936], [-6.316623, -3.497018, -3.008809], [-4.993043, -2.317899, -0.485147], [-5.274063, -0.963804, -0.339684], [-6.926377, -0.225764, -0.640723], [-6.735134, 1.151870, -1.156848], [-4.277723, -0.081146, 0.021766], [-3.022645, -0.603441, 0.229533], [-2.727114, -1.951770, 0.094372], [-3.723735, -2.851120, -0.274239], [-3.431027, -4.299456, -0.448493], [-3.397397, -4.928456, -1.676756], [-3.134499, -6.273967, -1.846145], [-2.853215, -7.060957, -0.812505], [-2.848115, -6.451866, 0.360979], [-3.131199, -5.131996, 0.635849], [-1.293207, -2.368690, 0.333752], [-0.792127, -3.385396, -0.097471], [-0.471242, -1.449503, 1.213954], [0.720474, -2.128788, 1.890015], [0.454024, -2.946958, 2.967277], [1.504429, -3.580719, 3.625678], [2.759912, -3.338413, 3.070326], [2.866536, -2.526934, 1.967126], [1.901220, -1.863345, 1.320605], [-0.750055, -0.155092, 1.380685], [0.012204, 0.818038, 2.265461], [0.369185, 0.299287, 3.480007], [-0.757903, 1.910697, 2.557252], [1.194351, 1.348770, 1.455383], [1.883614, 2.567436, 2.129411], [3.750402, 2.673490, 1.785121], [4.496036, 1.056069, 1.155336], [4.572344, 3.041490, 3.474239], [4.102464, 4.128935, 0.626977], [5.352536, 4.738009, 0.588204], [5.593695, 5.785266, -0.267836], [4.621592, 6.276487, -1.124105], [3.377941, 5.676012, -1.095476], [3.133637, 4.637468, -0.220670], [-1.919845, 0.376962, 0.583434], [-1.998086, 1.522289, 0.188948], [-7.073977, -2.325208, 1.701913], [-7.590905, -4.021554, 1.982809], [-5.849144, -3.649989, 1.729997], [-7.676062, -0.224603, 0.558251], [-7.516262, -1.005779, -1.659410], [-4.438082, 0.987780, 0.129158], [-3.587073, -4.330688, -2.564115], [-3.158914, -6.685970, -2.852738], [-2.586143, -7.075523, 1.220668], [-3.125429, -4.737148, 1.648924], [-0.566487, -3.094238, 3.299400], [1.349553, -4.220031, 4.487436], [3.649059, -3.786276, 3.500173], [3.882872, -2.387806, 1.537959], [1.875880, 0.553128, 1.151138], [0.731894, 1.722466, 0.529815], [1.706134, 2.502150, 3.209373], [1.441672, 3.494309, 1.747163], [5.588833, 1.066780, 1.129115], [4.130613, 0.886361, 0.128429], [4.081971, 0.237336, 1.759195], [5.129800, 3.982144, 3.397932], [3.786689, 3.112848, 4.234242], [5.268175, 2.246729, 3.767526], [6.175867, 4.395091, 1.212440], [6.581806, 6.235967, -0.308791], [4.749757, 7.106720, -1.833543], [2.591503, 6.029669, -1.757313], [2.135489, 4.198805, -0.201531], [1.187715, 0.315730, -2.680353], [2.049495, -0.136813, -4.157643], [-0.558232, 0.188879, -2.950953], [1.654000, -0.761568, -1.361946], [1.599795, 1.984030, -2.251551], [5.337736, -7.000657, 2.525990], [4.773018, -6.225457, 1.041376], [5.661765, -5.773346, 3.761590], [4.105771, -8.121455, 3.117962], [6.825098, -7.881605, 2.173368], [5.682049, 2.569684, 7.305887], [4.459803, 1.314171, 7.058489], [7.074580, 2.250135, 6.263617], [4.993161, 4.146884, 6.907416], [6.200247, 2.562168, 8.996446], [-3.301947, -1.533507, 4.909572], [-3.371948, -1.221764, 6.643783], [-4.682850, -0.766818, 4.109282], [-1.802967, -0.866588, 4.259841], [-3.351258, -3.284280, 4.616185], [5.435389, -2.769573, -1.780684], [6.308309, -1.244139, -1.965621], [6.590503, -4.110881, -1.722453], [4.498420, -2.730353, -0.270622], [4.337539, -2.993498, -3.145848], [-6.710379, 2.652886, -4.499166], [-5.156807, 2.095987, -3.869797], [-7.547104, 1.301752, -5.285864], [-7.703875, 3.267217, -3.176920], [-6.436343, 3.939077, -5.678536], [-3.167630, 1.948921, 8.995404], [-3.089701, 3.544330, 9.748202], [-1.944059, 1.841888, 7.726120], [-2.863033, 0.705120, 10.215799], [-4.776965, 1.697944, 8.290193], [7.608413, -9.611874, -1.481806], [7.474079, -7.870051, -1.191178], [6.793681, -10.019347, -2.996121], [9.312955, -10.068028, -1.589355], [6.850801, -10.497342, -0.148627], [11.356594, -6.376974, -1.221201], [12.206403, -7.705684, -2.022650], [10.257723, -7.022193, 0.003962], [12.531970, -5.300951, -0.450231], [10.425626, -5.469649, -2.421335], [-6.280655, 4.068412, -9.977248], [-6.897088, 4.728966, -11.496985], [-5.967614, 5.387659, -8.842527], [-7.478451, 2.971979, -9.277790], [-4.786253, 3.180493, -10.285175], [6.573368, 9.967886, -0.116905], [8.077547, 9.358887, 0.588496], [5.693816, 8.620926, -0.866870], [5.574838, 10.685590, 1.152600], [6.948810, 11.194680, -1.337461], [-7.605353, 7.831535, -4.071723], [-6.295457, 8.684643, -3.244402], [-7.990413, 6.346257, -3.191648], [-9.037146, 8.870130, -4.133082], [-7.100922, 7.439792, -5.720803], [-5.221500, -0.160308, -13.019680], [-3.661715, -0.720819, -12.401992], [-6.083365, -1.515553, -13.761004], [-6.179133, 0.494591, -11.688599], [-4.956490, 1.102389, -14.228997], [-0.094594, 6.104021, 10.335443], [0.668027, 4.649766, 9.679761], [-1.246436, 5.645945, 11.597269], [1.143255, 7.162788, 11.022009], [-0.952585, 6.953552, 9.043579], [13.175123, -9.879356, -5.185823], [14.730516, -9.226449, -4.656018], [13.427159, -11.441887, -5.973392], [12.118328, -10.086776, -3.781994], [12.421261, -8.757903, -6.324248], [-5.383040, 6.619577, 7.750723], [-4.198723, 7.348389, 6.657334], [-5.043497, 7.129759, 9.410853], [-7.008663, 7.143389, 7.292640], [-5.275031, 4.859838, 7.647290], [-11.549449, 2.481837, -9.513181], [-10.553099, 2.490068, -8.053609], [-11.578033, 4.104565, -10.213467], [-10.865242, 1.346629, -10.684503], [-13.196015, 1.985998, -9.102015]], "forces_ev_per_angstrom": [[-0.350, -0.711, -0.856], [-0.048, 0.132, -0.234], [0.411, 0.365, 0.561], [0.161, -0.464, -0.224], [0.027, 0.338, 0.461], [-1.025, -0.590, -0.513], [-0.666, 0.016, 0.392], [0.837, 1.131, -1.261], [-0.120, 0.158, 0.446], [-0.007, 0.125, -0.073], [1.202, 0.630, 0.487], [0.539, -0.201, 0.114], [0.205, -0.027, -0.289], [0.172, -0.858, 0.661], [-0.324, 1.058, -1.239], [0.001, 0.184, 0.319], [-0.026, 0.086, -0.545], [0.321, -0.788, 1.635], [-0.422, 0.848, -0.565], [0.156, 0.041, 0.036], [-0.402, 0.575, 0.191], [0.803, -0.452, 0.553], [-1.611, 1.230, -1.499], [0.188, -0.710, 0.707], [0.076, 0.572, -0.869], [-0.316, -0.545, 0.864], [1.896, 0.687, -0.857], [-0.249, -1.399, 1.735], [-1.212, -0.263, 0.110], [0.793, 0.961, -1.428], [0.271, -0.210, -0.358], [-0.381, -0.458, 0.275], [-0.074, 0.872, -0.064], [0.139, -0.710, -0.450], [0.521, 0.149, 1.018], [-0.896, 0.275, -0.620], [-0.116, -0.082, -0.631], [-0.055, -0.448, 0.380], [0.274, -0.240, 0.097], [0.911, 0.546, -0.569], [-0.818, -0.646, -0.425], [-0.265, 0.343, -0.345], [-0.803, -0.487, 0.007], [-0.102, 0.450, -0.354], [0.203, -0.614, 0.400], [0.063, -0.185, 0.082], [0.257, 0.254, 0.259], [-0.206, 0.163, 0.254], [0.004, -0.664, -0.136], [-0.234, -0.393, 0.691], [-0.100, -0.145, -0.120], [0.099, -0.134, 0.095], [0.085, -0.166, 0.247], [-0.083, -0.026, -0.269], [0.096, -0.203, -0.077], [0.061, 0.080, -0.119], [0.040, 0.075, -0.098], [-0.052, 0.080, -0.169], [-1.060, 0.130, 1.268], [-0.181, -0.079, 0.317], [0.049, -0.302, 0.091], [0.224, 0.244, -0.146], [-0.140, -0.152, 0.354], [-0.164, -0.082, 0.194], [0.200, -0.071, 0.174], [0.422, 0.040, 0.017], [-0.113, -0.110, 0.307], [0.273, 0.160, -0.022], [-0.117, 0.138, -0.033], [-0.182, -0.022, -0.004], [-0.079, -0.146, 0.187], [0.020, -1.072, 0.157], [0.058, -0.061, 0.115], [0.118, 0.087, -0.071], [0.033, -0.111, -0.015], [-0.046, 0.042, 0.029], [0.021, 0.016, 0.032], [-0.024, 0.145, -0.154], [0.017, -0.041, -0.022], [0.025, -0.025, -0.125], [-0.040, 0.057, 0.104], [0.005, -0.028, -0.027], [0.045, 0.054, -0.016], [-0.020, 0.017, 0.242], [-0.008, 0.031, -0.015], [0.030, 0.030, -0.004], [-0.033, 0.006, 0.048], [0.034, -0.040, 0.057], [-0.022, -0.009, -0.050], [0.046, 0.105, 0.019], [-0.075, -0.148, -0.077], [0.019, -0.044, -0.016], [-0.534, -0.096, 0.423], [0.001, 0.024, -0.037], [-0.012, -0.010, -0.061], [-0.051, -0.050, 0.026], [-0.024, 0.045, 0.017], [0.680, -0.203, -1.371], [0.038, -0.007, 0.078], [0.040, 0.026, 0.178], [-0.044, 0.019, -0.063], [0.003, 0.014, -0.005], [0.013, -0.385, -0.105], [-0.021, -0.068, -0.032], [0.025, 0.123, 0.004], [0.099, -0.246, 0.075], [-0.016, 0.058, 0.017], [-0.034, 0.000, -0.062], [0.087, -0.066, 0.063], [-0.093, 0.050, -0.031], [-0.324, -0.281, -0.272], [0.033, 0.014, 0.049], [-0.048, -0.010, 0.019], [0.046, 0.024, -0.112], [0.121, 0.045, 0.090], [-0.178, 0.445, 0.309], [0.411, 0.169, 0.115], [-0.044, -0.012, -0.036], [0.004, -0.033, 0.027], [0.003, -0.103, -0.007], [0.003, -0.029, 0.055], [0.023, 0.045, -0.044], [0.049, 0.064, -0.075], [0.103, 0.222, 0.106], [-0.014, 0.089, -0.153], [-0.048, 0.000, -0.025], [0.735, 1.814, 0.613], [0.032, -0.036, -0.046], [-0.002, -0.044, 0.059], [-0.077, 0.014, 0.148], [-0.032, -0.027, -0.034], [0.097, 0.427, -0.226], [0.039, -0.016, -0.007], [-0.034, 0.023, 0.031], [-0.035, 0.010, 0.010], [-0.040, 0.019, -0.017], [0.036, 0.038, 0.015], [-0.087, -0.175, -0.107], [-0.004, -0.031, 0.039], [0.000, -0.005, -0.071], [-0.031, 0.041, 0.021], [0.065, 0.091, 0.063], [-0.050, -0.040, -0.022], [0.003, -0.046, 0.039], [0.024, -0.030, -0.043], [-0.054, -0.015, -0.003], [-0.008, 0.058, 0.031], [0.055, -0.414, -0.362], [0.018, -0.031, 0.052], [0.000, -0.022, -0.029], [-0.023, -0.016, 0.041], [0.014, -0.021, -0.039], [0.060, -0.007, 0.023], [-0.161, 0.225, -0.146], [0.021, 0.010, -0.024], [-0.101, -0.036, 0.061], [0.015, -0.052, 0.020], [-0.008, 0.034, 0.032], [0.056, 0.015, -0.015]], "energy_ev": -952801.75032, "spin_multiplicity": 1}